Below is a molecular structure, C18H38N3OPSSiW, with properties calculated with the ωB97M-V functional and the def2-TZVPD basis.

Values from the calculation:
M (g/mol): 587.49
HOMO energy (eV): -13.91
Energy (hartree): -2043.7142
Net charge: +2
Gap between HOMO and LUMO (eV): 5.48
2S+1: 1

The geometry in XYZ format:
```
64
Properties=species:S:1:pos:R:3:nbo_charge:R:1
H -0.02039 1.89009 -5.13208 0.273
H -2.02959 4.32689 0.47292 0.236
C 0.01738 4.16048 -0.94110 -0.638
C -1.08754 -5.19132 -1.32025 -0.195
H -2.78091 3.15585 -0.61264 0.233
H -1.91369 -3.32850 -0.55321 0.221
H 2.02300 1.11217 5.20674 0.223
H 1.36504 1.73430 -3.99677 0.260
H -2.65558 1.54299 -2.74132 0.280
H 2.58125 2.81872 -1.98064 0.242
C -1.03927 -3.85268 -0.96576 -0.185
C -0.51654 -0.05958 2.51124 0.413
H 0.86772 -1.22262 -4.30198 0.267
C 1.22902 -5.09794 -2.07339 -0.203
H 2.92729 -0.00360 -2.53928 -0.092
S -1.34917 0.27940 1.01629 -0.047
C -0.08187 -1.80079 4.24928 -0.232
H -0.19655 4.98275 -0.24141 0.234
C 2.96030 2.25123 -1.12033 -1.070
C -0.20028 -0.98001 -4.35199 -0.965
P -0.56524 0.44062 -3.29782 1.159
O -0.79764 1.95445 -1.38824 -0.780
H 2.62917 2.71742 -0.18363 0.234
H 1.03132 2.30333 6.06158 0.248
H -0.01425 2.79221 -3.57361 0.277
N 0.35672 0.81995 3.07822 -0.591
C 0.03857 -5.81654 -1.87807 -0.143
H -2.89860 -0.15965 -3.24502 0.261
H -0.01495 -6.85884 -2.17072 0.243
H 0.68086 -1.07327 4.55449 0.224
H -2.28518 2.67057 1.02833 0.222
C -2.01255 3.27542 0.15871 -0.647
H -0.39741 4.44399 -1.91734 0.228
H -0.48142 -0.71821 -5.38169 0.267
H -1.64116 -3.02986 5.09379 0.229
H -2.54643 1.10656 -4.48515 0.271
C -0.63722 2.88580 -0.38347 0.123
C 0.27667 1.85743 -4.07310 -0.935
H -0.77777 -1.84793 -4.01297 0.266
C -1.02855 -2.16360 5.37019 -0.626
H 0.43123 -2.69936 3.88048 0.233
Si 2.39273 0.43369 -1.21033 0.635
C 0.15127 -3.08499 -1.18650 0.019
C 1.30406 -3.75857 -1.72282 -0.166
H 0.02553 2.29905 0.38619 0.125
H -1.68775 -1.32605 5.60893 0.220
H -0.66020 2.27364 4.24580 0.215
N -0.82271 -1.20373 3.11343 -0.494
C 0.03446 1.42752 4.39680 -0.218
H -2.01048 -5.75221 -1.17258 0.242
C 1.29922 1.92426 5.06951 -0.624
C -2.34532 0.76650 -3.45794 -0.942
H 4.06002 2.25348 -1.15094 0.273
W -0.04168 0.09854 -0.95669 1.035
H 1.09879 4.07147 -1.01620 0.221
H 1.77093 2.73386 4.50158 0.222
H 2.21259 -3.16116 -1.88188 0.228
N 0.15314 -1.76656 -0.99033 -0.472
H -0.47517 0.67559 5.00987 0.212
H 0.68899 1.52966 2.42337 0.409
H -0.44896 -2.41674 6.26160 0.251
H 3.22554 -0.25043 -0.17711 -0.090
H 2.10139 -5.58159 -2.51046 0.246
H -1.47217 -1.80353 2.59743 0.436
```

***

Below is 2 unconnected molecules or ions with the total composition C4H12, with properties calculated with the ωB97M-V functional and the def2-TZVPD basis.

Values from the calculation:
M (g/mol): 60.14
HOMO energy (eV): -11.90
Energy (hartree): -159.5794
ΔE to the lowest compared entry with this formula, charge and spin (eV): 0.151
Net charge: 0
Gap between HOMO and LUMO (eV): 13.06
Structure (SMILES): CC.CC
2S+1: 1

The geometry in XYZ format:
```
16
Properties=species:S:1:pos:R:3:nbo_charge:R:1
C -0.25848 0.06265 2.57680 -0.610
C -0.48780 0.97908 -1.75578 -0.605
H -0.07935 -0.44618 -3.28074 0.201
H -1.02686 0.35062 -1.04859 0.202
C 0.23794 -1.11647 1.72509 -0.610
H -0.05562 1.81564 -1.22487 0.202
H 0.99504 -1.70718 2.24792 0.204
H 1.19170 0.72705 -3.14257 0.202
H -1.19449 1.37675 -2.49085 0.201
H 1.05194 -0.57751 -1.92096 0.201
H 0.65923 -0.81995 0.77057 0.203
H -0.08738 -0.14788 3.63708 0.205
H 0.31637 0.95770 2.37845 0.202
C 0.50998 0.11379 -2.55912 -0.603
H -0.59598 -1.80404 1.55126 0.202
H -1.30203 0.28276 2.37977 0.205
```

***

Below is 6 unconnected molecules or ions with the total composition C43H65Br2F15INO14, with properties calculated with the ωB97M-V functional and the def2-TZVPD basis.

Values from the calculation:
M (g/mol): 1391.67
HOMO energy (eV): -8.33
Energy (hartree): -9729.3200
Net charge: 0
Gap between HOMO and LUMO (eV): 8.71
Structure (SMILES): CCCCN(CCC)C[C@@](CCCCCCOC(C)=O)(CC(=O)I)OC/C(Br)=C(/C)Br.CCOC(=O)C(F)(F)F.CCOC(=O)C(F)(F)F.CCOC(=O)C(F)(F)F.CCOC(=O)C(F)(F)F.CCOC(=O)C(F)(F)F
2S+1: 1

The geometry in XYZ format:
```
141
Properties=species:S:1:pos:R:3:mulliken_charge:R:1
F -5.91532 -1.55490 -1.33277 -0.242
O 11.33728 -0.19265 9.08093 -0.500
H 4.09979 1.08245 2.46801 0.242
F -4.58750 -1.06036 -2.95604 -0.166
H -8.16039 -5.25646 -2.79999 0.304
C 5.75098 -1.43818 -3.26064 0.349
H -6.31013 -5.86798 -1.22687 0.300
H 8.65357 -0.96314 -6.05920 0.369
H -2.70261 0.36144 -3.45309 -0.041
H -6.43912 -7.02414 -2.56296 0.335
C 6.66594 -1.49376 -5.42454 -0.226
F 5.58229 -3.49962 -2.06800 -0.262
O 4.76852 2.92118 4.68904 -0.471
C -12.84873 -8.24235 -5.36992 -1.110
O -10.51918 -8.24433 -4.66188 -0.297
F 5.01235 -1.70095 -1.01486 -0.210
H 7.50332 0.83947 8.51976 0.353
Br -2.22895 7.08831 0.20212 -0.193
C -2.65733 -2.05038 0.00425 -1.274
F -3.72656 -0.80487 6.85027 -0.236
H 0.65284 0.68828 -1.53829 0.377
H -0.73681 -2.12948 -1.07487 0.279
H 8.38751 -0.80034 -4.31783 0.314
H 0.36893 2.17839 -3.53511 0.350
H 1.90059 5.70257 -2.15427 0.651
H -11.46375 -9.90347 -5.50671 0.324
O -3.61643 -0.71347 4.12451 -0.508
O 1.54261 4.09267 -4.90107 -0.373
C 1.05109 3.64523 -2.00849 1.902
C -10.49098 -8.78012 -3.44491 0.244
H 8.65730 -0.09587 9.47937 0.317
H 7.10489 1.69973 6.26471 0.179
C 4.25975 1.72089 -0.79966 -0.584
C -6.20765 -5.99481 -2.30611 -1.155
C 9.48723 1.68165 8.57068 -0.149
C -11.46474 -8.81665 -5.58520 -0.221
Br 2.21604 5.91883 0.62700 -0.142
H -2.63493 3.14819 -2.30703 0.625
H 5.78238 0.64844 0.25877 0.359
H -2.07074 -1.39285 -1.96412 0.194
H -5.63050 -1.52366 2.50020 0.321
H -12.82335 -7.15328 -5.42715 0.304
F -9.53556 -8.36312 -1.30460 -0.257
O 6.01556 -2.17417 -4.33552 -0.329
C -0.06897 2.82468 -2.76369 -2.397
C -5.85859 -3.06327 -3.18912 0.236
C 0.31404 5.97734 0.26452 -0.258
H -0.56237 0.05340 -2.64192 0.568
C 12.50539 1.22896 10.65337 0.862
I 3.56761 6.17456 -4.54602 -0.057
H 4.39971 1.20295 -1.75169 0.272
C -0.30654 4.72813 -0.37739 -0.838
H 2.17648 1.42122 -0.35611 0.156
F -3.98319 1.32752 6.58241 -0.253
C 8.15976 -1.40651 -5.19486 -1.112
H -6.01562 1.50945 2.40896 0.352
C 6.05484 1.92335 2.41724 -0.753
H 9.14777 2.67629 8.28552 0.288
C 4.67053 1.68672 1.75993 -0.220
H 9.85068 1.19143 7.66753 0.338
F 12.00849 1.84117 11.74155 -0.244
C -4.42777 -0.05670 4.70805 0.348
H -4.46452 0.69881 2.28341 0.256
C 6.79491 2.62541 5.77097 -0.886
C -5.46451 0.62033 2.71064 -0.179
F -8.17946 -8.51299 -2.96976 -0.274
C -1.61517 -1.48531 -0.97018 -0.076
C -1.10432 -0.09407 -0.55462 -1.022
C -0.34455 7.04915 0.59432 0.528
H -11.10607 -8.56320 -6.58115 0.319
H 0.97789 8.69876 0.49868 0.310
C -4.46446 0.12068 6.23225 0.887
H 2.84443 2.98115 0.15372 -0.105
F 3.73525 -2.49147 -2.57189 -0.279
C -2.30192 2.10276 -2.25322 -1.399
H 4.89858 2.61892 -0.85235 0.186
H -4.28003 2.89235 -3.81623 0.363
H 8.01555 1.40636 10.11997 0.307
C 11.39947 0.85297 9.65757 0.352
H -6.29369 -0.60180 1.14368 0.190
H 6.36166 3.26783 6.53511 0.369
H -2.94738 1.64052 -1.49697 0.401
O -5.40245 0.65529 4.14773 -0.320
C -5.76579 -1.62365 -2.66796 0.964
H 6.22452 -0.50908 -5.57679 0.310
C -0.42140 0.66632 -1.73144 -0.637
F 13.39050 2.06898 10.08558 -0.251
C -7.12596 -5.04029 -3.04005 -0.067
H -13.23433 -8.50528 -4.38472 0.315
C -9.40489 -8.09679 -2.60359 1.032
H 4.18410 -0.02678 0.43304 0.371
H -1.87473 0.52720 -0.09184 0.032
H -0.71260 3.56679 -3.24990 0.718
O 0.67797 3.75656 -0.64418 -0.250
H 7.67467 3.14700 5.38382 0.317
C 1.89455 4.83271 -4.10908 0.021
H 6.88433 1.54088 1.82194 0.477
O 10.55735 1.87355 9.51228 -0.331
F 13.17684 0.15190 11.06777 -0.238
H 6.45909 -2.08313 -6.31603 0.338
H 6.19987 3.00763 2.49855 0.324
H -1.90746 1.63382 -4.37322 0.280
O -5.12718 -3.52836 -4.01356 -0.529
H 0.32132 5.48662 -2.89435 0.440
H -2.24052 -2.06056 1.01449 0.404
C -4.04102 1.88636 -4.17372 -1.178
F -6.72117 -0.84336 -3.20809 -0.316
O -6.88383 -3.68247 -2.61605 -0.342
H -0.95126 4.95763 -1.22928 0.483
H -4.05182 1.81407 -5.26157 0.331
H 2.32076 2.07104 -2.73552 0.192
C 0.32680 8.23780 1.24346 -1.252
H -13.53969 -8.61940 -6.12337 0.382
C 5.01748 -2.28930 -2.21509 0.904
C 5.77696 2.35063 4.68415 0.600
H 8.57761 -2.39882 -5.01951 0.306
C -2.66317 1.44294 -3.60494 0.316
H -0.39887 8.95361 1.63225 0.354
H -4.83198 1.21603 -3.83172 0.104
H -0.32138 -0.22458 0.20162 0.518
H 4.16886 2.65399 1.70024 0.173
O 6.00838 -0.27755 -3.12635 -0.493
H -2.94401 -3.05671 -0.31404 0.400
F -9.43425 -6.75163 -2.74138 -0.297
F -5.71594 0.02993 6.71435 -0.246
H 3.25229 3.55611 -2.27764 0.587
C 1.29122 4.99668 -2.71675 -1.109
O 6.07944 1.41082 3.76950 -0.413
C 2.80766 2.26220 -0.66001 0.288
N -0.90003 2.03103 -1.86624 0.998
H -3.55453 -1.42507 -0.01207 0.144
C -6.18067 -0.62254 2.22751 -0.986
H -0.95918 4.29041 0.38879 0.645
H -7.01932 -5.13126 -4.12133 0.312
H -5.16343 -5.80355 -2.55565 0.393
C 8.34703 0.91261 9.20552 -1.082
C 4.73063 0.91802 0.42013 -0.631
H 0.93064 7.93829 2.09908 0.363
C 2.43240 2.88216 -2.01121 -1.608
H -7.16869 -0.69751 2.68415 0.376
O -11.17515 -9.68013 -3.05781 -0.512
```

***

- 2S+1 of number 2 (C4H12)?
  1